188
Properties=species:S:1:pos:R:3 method="wB97M-V/def2-TZVPD" spin_multiplicity=1 e_above_lowest_kj_mol=495.4 charge=0 gap_ev=8.63 e_homo_ev=-8.162 e_lumo_ha=0.017
C -8.32 3.48 0.69
O -8.30 2.06 0.78
C -8.13 1.70 2.15
C -8.14 0.15 2.43
C -9.33 -0.49 1.79
N -8.06 -0.10 3.89
H -7.47 3.99 1.13
H -9.23 3.98 1.03
H -8.17 3.85 -0.32
H -7.12 1.96 2.49
H -8.83 2.24 2.78
H -7.23 -0.22 1.95
H -9.17 -1.57 1.83
H -9.36 -0.18 0.75
H -10.25 -0.30 2.34
H -7.57 0.64 4.37
H -8.97 0.16 4.21
C -7.96 6.80 0.73
O -6.91 6.18 0.04
C -6.41 6.86 -1.09
C -7.50 7.05 -2.21
C -8.00 5.73 -2.85
N -7.03 7.97 -3.21
H -8.92 6.72 0.22
H -7.67 7.82 1.01
H -8.07 6.19 1.62
H -5.98 7.81 -0.76
H -5.56 6.32 -1.52
H -8.34 7.58 -1.78
H -8.33 5.13 -2.00
H -7.19 5.27 -3.42
H -8.86 6.01 -3.45
H -6.18 7.58 -3.59
H -6.95 8.94 -2.95
C -8.12 4.52 4.66
O -9.28 3.77 4.69
C -9.15 2.77 5.75
C -10.32 1.75 5.96
C -9.87 0.53 6.79
N -10.73 1.24 4.65
H -8.04 5.32 3.92
H -7.27 3.90 4.36
H -7.97 4.97 5.65
H -8.26 2.19 5.49
H -8.96 3.18 6.73
H -11.13 2.29 6.44
H -9.01 -0.01 6.41
H -10.62 -0.25 6.92
H -9.62 0.84 7.81
H -11.58 0.73 4.85
H -11.01 2.04 4.12
C -3.36 2.24 11.05
O -4.12 1.35 10.22
C -4.69 0.26 10.99
C -5.67 -0.58 10.20
C -6.93 0.21 9.74
N -6.21 -1.74 10.95
H -3.08 3.13 10.48
H -2.50 1.76 11.51
H -4.00 2.52 11.88
H -3.80 -0.36 11.17
H -5.28 0.59 11.84
H -5.13 -1.01 9.36
H -7.43 0.67 10.60
H -7.63 -0.48 9.28
H -6.60 0.96 9.02
H -6.56 -2.55 10.46
H -5.74 -2.11 11.77
C -12.28 2.47 1.96
O -13.53 3.11 1.93
C -14.27 3.00 3.11
C -15.61 3.71 2.93
N -15.42 5.20 2.97
C -16.73 5.88 2.88
C -17.72 5.67 4.07
O -18.58 6.76 4.22
C -19.49 6.79 3.10
H -11.54 3.00 2.56
H -11.90 2.42 0.94
H -12.36 1.43 2.27
H -13.80 3.45 3.98
H -14.43 1.94 3.32
H -16.33 3.41 3.69
H -16.09 3.49 1.98
H -14.76 5.50 2.26
H -17.22 5.51 1.99
H -16.52 6.95 2.84
H -17.16 5.53 5.00
H -18.26 4.74 3.90
H -18.94 7.11 2.22
H -20.34 7.47 3.17
H -19.87 5.80 2.88
C -9.73 7.50 8.75
O -9.27 8.56 7.87
C -9.57 8.19 6.52
C -8.87 9.14 5.55
N -7.42 8.91 5.71
C -6.63 9.86 4.99
C -6.75 9.72 3.45
O -5.95 10.74 2.75
C -4.59 10.36 2.75
H -9.57 7.84 9.77
H -9.16 6.58 8.61
H -10.82 7.38 8.68
H -10.63 8.33 6.31
H -9.46 7.13 6.30
H -9.14 10.18 5.73
H -9.13 8.91 4.52
H -7.20 9.07 6.68
H -5.59 9.69 5.29
H -6.83 10.90 5.23
H -7.76 9.97 3.14
H -6.56 8.70 3.11
H -4.01 10.57 3.64
H -4.07 11.00 2.05
H -4.39 9.33 2.43
C -5.34 1.97 6.08
O -5.93 0.74 6.31
C -5.13 -0.42 6.55
C -5.91 -1.69 6.37
N -5.95 -2.00 4.91
C -6.34 -3.34 4.54
C -6.29 -3.54 3.07
O -6.76 -4.92 2.82
C -6.38 -5.45 1.57
H -5.08 2.23 5.06
H -4.54 2.07 6.81
H -6.13 2.65 6.41
H -4.57 -0.43 7.49
H -4.30 -0.38 5.84
H -6.95 -1.56 6.69
H -5.44 -2.41 7.04
H -6.62 -1.38 4.48
H -7.32 -3.65 4.88
H -5.69 -4.06 5.04
H -5.26 -3.52 2.71
H -6.87 -2.73 2.65
H -6.64 -4.90 0.67
H -7.03 -6.32 1.51
H -5.31 -5.68 1.51
C -7.95 3.74 9.78
C -7.69 4.09 11.22
C -7.16 5.47 11.55
O -8.87 3.97 11.90
H -8.41 2.76 9.72
H -7.01 3.65 9.22
H -8.66 4.43 9.33
H -7.05 3.30 11.60
H -6.16 5.61 11.13
H -7.14 5.68 12.62
H -7.75 6.25 11.08
H -9.32 3.15 11.71
C -14.14 0.39 6.93
C -13.40 -0.93 6.57
C -14.26 -2.19 6.57
O -12.97 -0.63 5.28
H -13.47 1.13 7.37
H -14.96 0.20 7.61
H -14.67 0.85 6.10
H -12.52 -1.06 7.20
H -14.61 -2.41 7.58
H -13.68 -3.08 6.31
H -15.12 -2.16 5.91
H -12.71 -1.47 4.90
C -4.77 6.45 5.91
C -3.69 5.82 6.84
C -4.24 5.17 8.13
O -3.17 4.85 6.03
H -4.23 6.96 5.12
H -5.27 7.18 6.54
H -5.45 5.66 5.59
H -2.88 6.54 6.95
H -4.66 5.93 8.79
H -3.47 4.64 8.70
H -4.94 4.35 7.95
H -2.56 5.22 5.38
C -12.91 7.91 2.54
C -11.51 7.20 2.77
C -11.41 5.80 2.29
O -10.64 8.08 2.10
H -13.01 8.85 3.07
H -13.71 7.24 2.86
H -13.04 8.05 1.46
H -11.21 7.26 3.81
H -11.56 5.71 1.21
H -12.21 5.20 2.73
H -10.50 5.35 2.66
H -11.02 8.21 1.23